# 1
Molecular formula: C3H6OS
Method: DFT, ωB97M-V/def2-TZVPD

Values from the calculation:
- Largest force on an atom: 7.7 eV/Å
- Energy: -591.0572 Ha
- Frontier orbital gap: 9.536 eV
- E_LUMO: 0.0143 Ha
- E_HOMO: -9.1455 eV

Geometry as ORCA input:
```
! RIJCOSX wB97M-V def2-TZVPD def2/J DEFGRID3
* xyz 0 1
C 2.04 0.32 -0.08
C -0.59 -0.10 -0.10
C -1.93 -0.51 -0.02
H 1.25 1.62 0.31
H 3.37 0.17 1.08
H 2.42 0.64 -1.21
H -2.15 -0.82 1.09
H -2.57 0.46 -0.29
H -2.58 -1.55 -0.58
O -0.23 1.05 -0.10
S 0.97 -1.28 -0.10
*
```

# 2
Molecular formula: C3H6OS
Method: DFT, ωB97M-V/def2-TZVPD

Values from the calculation:
- Largest force on an atom: 4.3 eV/Å
- Energy: -591.1794 Ha
- Frontier orbital gap: 8.448 eV
- E_LUMO: -0.0141 Ha
- E_HOMO: -8.8324 eV

Geometry as ORCA input:
```
! RIJCOSX wB97M-V def2-TZVPD def2/J DEFGRID3
* xyz 0 1
C 0.32 -0.79 1.25
C -1.16 -0.61 0.81
C 0.11 0.86 -1.62
O 1.06 -1.57 0.76
S 1.62 1.50 -1.74
H -1.81 -0.69 1.75
H -1.07 0.37 0.43
H -1.50 -1.30 0.05
H -0.61 1.44 -2.18
H 0.66 0.15 1.75
H 2.38 0.63 -1.27
*
```

# 3
Molecular formula: C3H6OS
Method: DFT, ωB97M-V/def2-TZVPD

Values from the calculation:
- Largest force on an atom: 5.8 eV/Å
- Energy: -591.2238 Ha
- Frontier orbital gap: 10.132 eV
- E_LUMO: 0.0326 Ha
- E_HOMO: -9.2461 eV

Geometry as ORCA input:
```
! RIJCOSX wB97M-V def2-TZVPD def2/J DEFGRID3
* xyz 0 1
C -1.23 1.10 0.50
C -0.28 1.10 -0.40
C 0.49 -1.41 -0.08
O 2.50 0.30 -0.53
S 1.34 0.18 0.35
H -2.20 1.53 0.25
H -0.97 0.97 1.47
H -0.39 1.24 -1.38
H -0.49 -1.44 0.65
H 1.10 -2.18 0.27
H 0.15 -1.38 -1.08
*
```

# 4
Molecular formula: C3H6OS2
Method: DFT, ωB97M-V/def2-TZVPD

Values from the calculation:
- Largest force on an atom: 5.0 eV/Å
- Energy: -989.3576 Ha
- Frontier orbital gap: 7.881 eV
- E_LUMO: -0.0165 Ha
- E_HOMO: -8.3302 eV

Geometry as ORCA input:
```
! RIJCOSX wB97M-V def2-TZVPD def2/J DEFGRID3
* xyz 0 1
C 1.79 0.98 0.36
C -0.68 -1.36 0.73
C -0.99 -0.14 -0.16
O 2.14 0.80 -0.90
S -2.07 1.06 0.27
S -0.54 -0.24 -1.74
H 2.46 1.69 0.94
H -1.28 -1.23 1.57
H -0.75 -2.38 0.18
H 0.42 -1.32 1.19
H -2.03 1.76 -0.95
H 1.53 0.38 -1.49
*
```

# 5
Molecular formula: C3H6OS2
Method: DFT, ωB97M-V/def2-TZVPD

Values from the calculation:
- Largest force on an atom: 4.2 eV/Å
- Energy: -989.3511 Ha
- Frontier orbital gap: 5.489 eV
- E_LUMO: -0.1417 Ha
- E_HOMO: -9.3437 eV

Geometry as ORCA input:
```
! RIJCOSX wB97M-V def2-TZVPD def2/J DEFGRID3
* xyz 0 1
C 0.18 -0.37 1.60
C -1.20 -1.00 1.39
O -1.99 -1.31 2.23
C 0.45 0.62 0.41
S 1.98 0.21 -0.28
S -0.74 0.79 -2.29
H 0.88 -1.20 1.62
H 0.11 0.10 2.57
H -1.47 -1.12 0.32
H 0.34 1.63 0.80
H -0.41 0.55 -0.42
H 0.56 0.97 -2.02
*
```

# 6
Molecular formula: C3H6OS2
Method: DFT, ωB97M-V/def2-TZVPD

Values from the calculation:
- Largest force on an atom: 4.4 eV/Å
- Energy: -989.4349 Ha
- Frontier orbital gap: 8.422 eV
- SMILES: CSC(=S)CO
- E_LUMO: -0.0124 Ha
- E_HOMO: -8.7607 eV

Geometry as ORCA input:
```
! RIJCOSX wB97M-V def2-TZVPD def2/J DEFGRID3
* xyz 0 1
C -1.78 -0.88 0.15
C 1.21 -0.67 -0.04
C 0.86 0.89 0.33
H -2.62 -1.42 -0.54
H -2.10 0.18 -0.08
H -1.85 -1.17 1.29
H 1.86 1.37 0.60
H -0.04 0.99 1.08
H 1.40 1.85 -1.32
O 0.49 1.68 -0.75
S -0.17 -1.61 -0.57
S 2.75 -1.22 -0.14
*
```

# 7
Molecular formula: C3H6OS4
Method: DFT, ωB97M-V/def2-TZVPD

Values from the calculation:
- Largest force on an atom: 5.5 eV/Å
- Energy: -1785.8234 Ha
- Frontier orbital gap: 7.032 eV
- E_LUMO: -0.0339 Ha
- E_HOMO: -7.9549 eV

Geometry as ORCA input:
```
! RIJCOSX wB97M-V def2-TZVPD def2/J DEFGRID3
* xyz 0 1
C -0.24 -1.29 -1.09
C 0.51 0.09 0.74
C -0.67 -0.57 0.05
O 0.83 -0.78 -1.74
S -0.83 -2.79 -1.79
S -2.33 -3.71 -0.87
S 0.06 0.64 2.40
S -1.91 0.66 -0.42
H 1.04 -0.69 1.21
H 1.20 0.65 0.21
H -1.22 -1.25 0.74
H 1.07 -1.18 -2.60
H -1.00 1.30 2.09
H -1.38 0.87 -1.57
*
```

# 8
Molecular formula: C3H6P2
Method: DFT, ωB97M-V/def2-TZVPD

Values from the calculation:
- Largest force on an atom: 5.1 eV/Å
- Energy: -800.4059 Ha
- Frontier orbital gap (alpha / beta): 7.275 / 7.219 eV
- E_LUMO (alpha / beta): -0.0268 / -0.0262 Ha
- E_HOMO (alpha / beta): -8.0056 / -7.9324 eV

Geometry as ORCA input:
```
! RIJCOSX wB97M-V def2-TZVPD def2/J DEFGRID3
* xyz 0 1
C -0.06 -0.27 -0.27
C 0.86 0.23 -0.97
C -1.55 -0.23 -0.39
P 3.19 0.68 2.17
P 3.77 0.48 0.31
H 0.27 -0.83 0.68
H 1.26 0.93 -1.76
H -1.82 0.23 0.50
H -1.92 0.20 -1.24
H -1.87 -1.19 -0.33
H 4.38 0.06 2.53
*
```

# 9
Molecular formula: C3H6P2
Method: DFT, ωB97M-V/def2-TZVPD

Values from the calculation:
- Largest force on an atom: 3.0 eV/Å
- Energy: -800.5064 Ha
- Frontier orbital gap: 8.408 eV
- SMILES: C=C/P=C/P
- E_LUMO: -0.0034 Ha
- E_HOMO: -8.5003 eV

Geometry as ORCA input:
```
! RIJCOSX wB97M-V def2-TZVPD def2/J DEFGRID3
* xyz 0 1
C -1.58 -0.17 -0.55
C 1.29 -0.43 -0.05
C -2.61 0.41 0.07
P 3.03 -0.04 -0.07
P 0.04 0.70 -0.26
H -3.54 -0.01 0.01
H -2.38 1.32 0.54
H 2.92 1.20 0.35
H 3.54 -0.39 1.25
H 1.06 -1.57 -0.05
H -1.75 -1.03 -1.23
*
```

# 10
Molecular formula: C3H6S
Method: DFT, ωB97M-V/def2-TZVPD

Values from the calculation:
- Largest force on an atom: 0.6 eV/Å
- Energy: -516.0131 Ha
- Frontier orbital gap: 8.529 eV
- SMILES: C=C.C=S
- E_LUMO: -0.0170 Ha
- E_HOMO: -8.9903 eV

Geometry as ORCA input:
```
! RIJCOSX wB97M-V def2-TZVPD def2/J DEFGRID3
* xyz 0 1
C 0.10 0.02 1.09
C -0.01 0.05 -2.58
C -0.10 -0.24 2.37
S 0.21 1.64 -2.72
H 0.47 0.96 0.74
H -0.11 -0.73 0.33
H 0.71 -0.57 -2.05
H -0.87 -0.44 -3.01
H 0.09 0.49 3.14
H -0.47 -1.19 2.70
*
```

# 11
Molecular formula: C3H6S
Method: DFT, ωB97M-V/def2-TZVPD

Values from the calculation:
- Largest force on an atom: 4.2 eV/Å
- Energy: -515.9165 Ha
- Frontier orbital gap: 8.692 eV
- E_LUMO: 0.0324 Ha
- E_HOMO: -7.8106 eV

Geometry as ORCA input:
```
! RIJCOSX wB97M-V def2-TZVPD def2/J DEFGRID3
* xyz 0 1
C 1.20 1.17 0.00
C 1.18 -0.15 -0.13
C -0.99 -1.05 -0.19
S -2.01 0.35 -0.06
H 2.25 1.68 -0.16
H 0.22 1.62 -0.07
H 1.64 -1.09 -0.38
H -0.90 -1.43 0.74
H -1.01 -1.87 -0.96
H -1.57 0.76 1.21
*
```

# 12
Molecular formula: C3H6S2
Method: DFT, ωB97M-V/def2-TZVPD

Values from the calculation:
- Largest force on an atom: 3.5 eV/Å
- Energy: -914.2219 Ha
- Frontier orbital gap: 8.945 eV
- SMILES: C/C(S)=C\S
- E_LUMO: 0.0250 Ha
- E_HOMO: -8.2641 eV

Geometry as ORCA input:
```
! RIJCOSX wB97M-V def2-TZVPD def2/J DEFGRID3
* xyz 0 1
C 0.78 0.82 0.94
C -0.52 -0.49 -0.84
C 0.03 -0.18 0.49
S 1.11 2.31 -0.02
S -0.18 -1.65 1.51
H 1.15 0.77 1.91
H -1.50 -0.12 -0.87
H -0.70 -1.47 -1.10
H 0.18 -0.01 -1.57
H 0.02 2.56 -0.89
H -0.36 -2.55 0.43
*
```

Number 3 is which compound?
C3H6OS

Among the records above, which one has the lowest energy?
C3H6OS4

Among the records above, which one has the lowest largest force on an atom?
number 10